No. 1
Density functional theory data (ωB97M-V with the def2-TZVPD basis set) for a structure of composition C38H28MgN4O5PS2.

Geometry as XYZ:
```
79
Properties=species:S:1:pos:R:3:forces:R:3
Mg 0.8995 -0.3990 0.8780 -0.5 0.0 -0.3
O -2.9937 -0.4712 2.4841 -0.1 0.0 0.0
C -1.8058 -0.6302 2.1593 0.1 0.0 -0.1
N -0.9930 0.1871 1.5202 0.2 0.0 0.0
C -1.5223 1.4365 1.0470 0.0 0.0 -0.1
C -0.9691 1.7380 -0.3260 0.0 0.0 0.0
C -1.6663 2.5551 -1.2092 0.0 0.0 0.0
C -1.1233 2.8404 -2.4463 0.0 0.0 0.0
C 0.1191 2.3136 -2.7660 0.0 0.0 0.0
C 0.7530 1.5109 -1.8361 0.0 0.0 0.0
N 0.2176 1.2107 -0.6480 0.0 -0.1 0.1
C -1.1359 -1.9593 2.4830 0.0 0.0 0.0
C -1.8230 -2.9434 3.1771 0.0 0.0 0.0
C -1.1824 -4.1420 3.4369 0.0 0.0 0.0
C 0.1193 -4.3252 2.9939 0.0 0.0 0.0
C 0.7282 -3.2974 2.2956 0.0 0.0 0.0
N 0.1131 -2.1443 2.0474 0.2 0.2 0.1
H -2.6166 1.4403 1.0186 0.0 0.0 0.0
H -1.2114 2.2632 1.7018 0.0 0.0 0.0
H -2.6349 2.9403 -0.9190 0.0 0.0 0.0
H -1.6643 3.4567 -3.1539 0.0 0.0 0.0
H 0.5939 2.5086 -3.7176 0.0 0.0 0.0
H 1.7254 1.0804 -2.0381 0.0 0.0 0.0
H -2.8362 -2.7329 3.4877 0.0 0.0 0.0
H -1.6917 -4.9296 3.9791 0.0 0.0 0.0
H 0.6564 -5.2462 3.1758 0.0 0.0 0.0
H 1.7390 -3.3842 1.9142 0.0 0.0 0.0
O 2.9690 -0.6765 -1.6829 0.1 0.0 -0.1
C 2.0253 -1.4510 -1.5704 -0.2 -0.2 0.1
O 1.4525 -1.8094 -0.4816 0.2 0.4 0.3
C 1.4063 -2.0573 -2.8190 -0.1 0.1 0.0
C 2.2562 -2.4022 -3.8657 0.0 0.0 0.0
C 1.7654 -3.0128 -5.0063 0.0 0.0 0.0
C 0.4052 -3.2709 -5.1167 0.0 0.0 0.0
C -0.4499 -2.8959 -4.0937 0.0 -0.1 0.0
C 0.0275 -2.2716 -2.9395 0.0 0.0 -0.1
P -1.1470 -1.7516 -1.6094 0.1 -0.1 0.0
C -2.4726 -0.8514 -2.5025 0.0 0.1 0.0
C -2.4232 -0.4095 -3.8223 0.0 0.0 0.0
C -3.4083 0.4298 -4.3294 0.0 0.0 0.0
C -4.4647 0.8378 -3.5304 0.0 0.0 0.0
C -4.5202 0.4168 -2.2075 0.0 0.0 0.0
C -3.5244 -0.3988 -1.6961 0.0 0.0 0.0
C -1.8927 -3.4048 -1.3072 -0.1 0.0 0.0
C -3.2162 -3.7536 -1.5590 0.0 0.0 0.0
C -3.6921 -5.0151 -1.2208 0.0 0.0 0.0
C -2.8512 -5.9483 -0.6351 0.0 0.0 0.0
C -1.5261 -5.6107 -0.3879 0.0 0.0 0.0
C -1.0533 -4.3510 -0.7138 0.0 0.0 0.0
H 3.3101 -2.1837 -3.7505 0.0 0.0 0.0
H 2.4390 -3.2965 -5.8058 0.0 0.0 0.0
H 0.0118 -3.7634 -5.9977 0.0 0.0 0.0
H -1.5117 -3.1000 -4.1825 0.0 0.0 0.0
H -1.6023 -0.7046 -4.4628 0.0 0.0 0.0
H -3.3426 0.7644 -5.3576 0.0 0.0 0.0
H -5.2296 1.4930 -3.9284 0.0 0.0 0.0
H -5.3239 0.7454 -1.5604 0.0 0.0 0.0
H -3.5517 -0.6716 -0.6446 0.0 0.0 0.0
H -3.8871 -3.0464 -2.0288 0.0 0.1 0.0
H -4.7266 -5.2652 -1.4228 0.0 0.0 0.0
H -3.2239 -6.9303 -0.3718 0.0 0.0 0.0
H -0.8574 -6.3279 0.0723 0.0 0.0 0.0
H -0.0217 -4.0837 -0.5060 0.0 0.0 0.0
O 3.8198 -1.3301 2.2925 0.1 0.0 0.0
S 3.2052 -0.2875 3.0699 0.0 0.0 0.0
O 2.4313 -0.7003 4.2107 0.0 0.0 0.0
N 2.3313 0.6940 2.0788 -0.1 -0.3 0.0
C 2.7099 1.9775 2.1481 0.0 0.0 0.0
S 1.9887 3.2676 1.4039 0.0 0.0 0.0
C 3.9261 2.1516 3.0138 0.0 0.0 0.0
C 4.6234 3.3181 3.2801 0.0 0.0 0.0
C 5.7376 3.2474 4.1039 0.0 0.0 0.0
C 6.1470 2.0358 4.6586 0.0 0.0 0.0
C 5.4449 0.8669 4.3992 0.0 0.0 0.0
C 4.3450 0.9619 3.5701 0.0 -0.1 0.0
H 4.2873 4.2475 2.8399 0.0 0.0 0.0
H 6.2997 4.1469 4.3210 0.0 0.0 0.0
H 7.0202 2.0071 5.2977 0.0 0.0 0.0
H 5.7468 -0.0800 4.8261 0.0 0.0 0.0
```
Positions in Å, forces in eV/Å.

Values from the calculation:
HOMO ... -5.325 eV
Kohn-Sham gap ... 7.8 eV
Relative energy (zero: lowest compared OMol25 entry of this formula, charge and spin) ... 0.0 kcal/mol
Spin multiplicity ... 1
Total charge ... -1

---

No. 2
Density functional theory data (ωB97M-V with the def2-TZVPD basis set) for a structure of composition C38H28N12PtSb at a distorted geometry.

Geometry as XYZ:
```
80
Properties=species:S:1:pos:R:3:forces:R:3
Pt -0.6949 -1.3296 -0.7705 1.2 1.4 2.3
C -3.1022 -1.8752 2.8972 0.0 -0.1 -0.1
C -2.7568 -1.8778 1.5315 -0.2 -0.1 0.0
N -1.5045 -1.9202 1.1381 -0.3 0.4 -1.0
C -0.4928 -1.9900 2.0598 0.1 -0.2 -0.1
C -0.7543 -1.9957 3.4321 0.0 0.0 0.5
C -2.1119 -1.9235 3.8338 0.1 0.0 0.1
C 0.3353 -2.0601 4.3365 -0.2 0.0 0.1
C 1.6119 -2.1261 3.8479 0.0 0.0 -0.3
C 1.8666 -2.1359 2.4596 0.1 -0.1 0.3
C 0.8246 -2.0695 1.5593 0.3 0.1 -0.5
N 0.9321 -1.9760 0.1863 0.3 -0.7 -0.1
C 2.0280 -2.2975 -0.5961 -0.3 -0.2 0.6
C 3.0413 -3.1735 -0.3058 0.2 -0.2 0.1
C 4.0562 -3.4200 -1.2581 -0.1 0.1 0.0
C 4.0383 -2.8080 -2.4784 0.1 0.0 -0.1
C 2.9716 -1.9336 -2.8103 0.4 0.0 -0.3
C 2.8212 -1.3218 -4.0740 0.2 -0.1 0.0
C 1.7316 -0.5402 -4.3281 -0.1 0.2 0.0
C 0.7754 -0.3566 -3.3207 -0.1 0.2 0.0
N 0.9035 -0.8914 -2.1232 -1.2 -0.1 -0.4
C 1.9810 -1.6941 -1.8597 0.0 0.2 0.0
H -4.1456 -1.8333 3.1755 0.0 0.0 0.0
H -3.5189 -1.8436 0.7598 0.1 0.0 0.1
H -2.3491 -1.9164 4.8939 0.0 0.0 -0.1
H 0.1424 -2.0504 5.4044 0.0 0.0 -0.1
H 2.4503 -2.1555 4.5339 0.0 0.0 -0.1
H 2.8852 -2.1440 2.1001 0.0 0.0 0.1
H 3.0352 -3.7178 0.6307 0.1 0.1 -0.1
H 4.8440 -4.1231 -1.0170 0.0 0.0 0.0
H 4.8129 -3.0037 -3.2136 -0.1 0.0 0.1
H 3.5693 -1.4988 -4.8423 -0.1 0.0 0.1
H 1.5781 -0.0766 -5.2941 0.0 0.0 0.1
H -0.1054 0.2474 -3.4930 0.1 -0.1 -0.1
N -3.6027 -1.9559 -2.6443 0.5 -0.3 0.0
C -2.4409 -2.6058 -3.0628 -0.9 0.3 0.0
N -2.3441 -3.3220 -4.1450 0.8 -0.7 -0.6
N -1.0274 -3.7405 -4.1659 -0.7 0.8 0.7
N -0.3965 -3.2648 -3.1483 -1.0 0.0 -0.1
N -1.3034 -2.5300 -2.4088 1.9 -1.3 0.3
C -3.5732 -0.9717 -1.7178 -0.2 0.1 -0.1
N -4.6444 -0.3397 -1.2627 0.0 0.8 0.7
N -4.1780 0.5639 -0.3596 -0.3 -0.7 -0.6
N -2.9103 0.4699 -0.2554 -0.1 -0.7 -1.0
N -2.4681 -0.4986 -1.1425 -1.1 0.6 -0.3
H -4.4743 -2.1804 -3.0902 -0.1 0.0 -0.1
C -2.3379 3.4603 4.1991 0.1 0.0 0.0
C -0.9705 3.4323 3.9551 0.0 0.0 0.0
C -0.4665 2.7071 2.8809 -0.2 0.1 0.0
C -1.3506 2.0154 2.0523 -0.5 -0.3 0.3
C -2.7287 2.0388 2.2933 0.4 0.2 0.2
C -3.2130 2.7714 3.3693 0.0 0.0 0.0
Sb -0.5820 1.0844 0.3421 1.2 0.1 0.0
C 1.5105 1.2434 0.6567 0.3 -0.1 0.1
C 2.3312 1.5395 -0.4362 0.1 0.0 0.2
C 3.7151 1.5054 -0.3029 0.0 0.0 0.0
C 4.2889 1.1894 0.9259 0.0 0.0 0.0
C 3.4803 0.9037 2.0189 -0.1 0.0 0.0
C 2.0944 0.9144 1.8825 0.1 0.1 -0.2
C -0.8154 2.5023 -1.1828 -0.1 0.0 -0.3
C -1.3813 2.1978 -2.4234 0.1 0.3 0.2
C -1.5365 3.2015 -3.3720 0.0 -0.1 0.0
C -1.1291 4.4977 -3.0854 0.1 0.1 0.1
C -0.5633 4.7999 -1.8513 0.0 -0.1 0.0
C -0.4048 3.8042 -0.8928 -0.1 -0.1 -0.2
H -2.7234 4.0254 5.0397 0.0 0.0 -0.1
H -0.2909 3.9783 4.5972 0.0 0.0 0.0
H 0.5984 2.7072 2.6884 -0.1 0.0 0.0
H -3.4202 1.5147 1.6545 0.0 0.0 0.0
H -4.2796 2.8075 3.5536 0.0 0.0 0.0
H 1.8931 1.8187 -1.3880 0.0 0.0 0.0
H 4.3470 1.7253 -1.1574 -0.1 0.0 0.1
H 5.3688 1.1765 1.0325 -0.1 0.0 0.0
H 3.9283 0.6683 2.9804 -0.1 0.0 -0.1
H 1.4766 0.6684 2.7410 0.1 0.0 -0.1
H -1.7130 1.1917 -2.6481 -0.1 0.1 0.0
H -1.9870 2.9726 -4.3308 0.0 0.0 0.0
H -1.2548 5.2791 -3.8269 0.0 -0.1 0.1
H -0.2519 5.8136 -1.6287 0.0 -0.1 0.0
H 0.0313 4.0512 0.0716 0.0 0.0 -0.1
```
Positions in Å, forces in eV/Å.

Values from the calculation:
HOMO ... -10.178 eV
Kohn-Sham gap ... 5.8 eV
Relative energy (zero: lowest compared OMol25 entry of this formula, charge and spin) ... 32.3 kcal/mol
Spin multiplicity ... 1
Total charge ... +1

---

No. 3
Density functional theory data (ωB97M-V with the def2-TZVPD basis set) for a structure of composition C38H29I2N2O2PRb.

Geometry as XYZ:
```
75
Properties=species:S:1:pos:R:3:forces:R:3
Rb 0.1328 -0.6783 0.1261 -0.2 -0.2 -0.2
I 1.5245 -4.5764 -0.1866 -0.2 0.0 0.0
C 3.5787 -4.0500 -0.0781 0.1 -0.3 0.0
I 3.9188 -2.0005 0.2492 0.0 0.5 0.1
H 4.0298 -4.3508 -1.0153 0.0 0.0 0.0
H 3.9984 -4.6078 0.7498 0.0 0.0 0.0
C -3.1285 -3.2918 -5.4867 0.0 0.0 0.0
C -2.0577 -2.5042 -5.0875 0.0 0.0 0.0
C -1.8489 -2.2475 -3.7393 0.0 0.0 -0.1
C -2.7015 -2.7796 -2.7769 0.1 0.1 0.1
C -3.7768 -3.5595 -3.1875 -0.1 0.0 0.0
C -3.9905 -3.8179 -4.5336 0.0 0.0 0.0
P -2.3538 -2.3770 -1.0131 -0.3 -0.2 -0.1
C -2.7210 -4.0011 -0.2054 0.0 0.0 -0.1
C -2.2388 -5.1742 -0.7955 0.0 -0.1 -0.1
C -2.2180 -6.3790 -0.1093 0.0 0.0 0.0
C -2.6746 -6.4437 1.2013 0.0 0.0 0.0
C -3.1490 -5.2900 1.8060 0.0 0.0 0.0
C -3.1696 -4.0859 1.1139 0.0 0.0 0.1
C -3.7908 -1.3129 -0.6007 0.1 0.1 -0.1
C -5.0087 -1.6913 -0.1068 -0.1 0.0 0.1
C -5.9915 -0.7072 0.1640 0.0 -0.1 0.0
C -5.7286 0.6148 -0.0507 0.0 0.1 0.0
C -4.4751 1.0361 -0.5667 -0.2 0.1 0.1
C -4.1559 2.3999 -0.7889 0.0 0.0 0.0
C -2.9337 2.7290 -1.3077 0.0 -0.2 0.0
C -2.0054 1.7116 -1.6570 0.0 0.3 -0.1
C -2.2411 0.3655 -1.4839 0.2 -0.3 0.1
C -3.4996 0.0598 -0.8801 0.0 0.0 -0.1
H -3.2989 -3.4878 -6.5386 0.0 0.0 0.0
H -1.3877 -2.0790 -5.8243 0.0 0.0 0.0
H -1.0456 -1.5951 -3.4207 0.0 0.0 0.0
H -4.4552 -3.9689 -2.4471 0.0 0.0 0.0
H -4.8345 -4.4255 -4.8365 0.0 0.0 0.0
H -1.8674 -5.1447 -1.8140 0.0 0.0 0.0
H -1.8404 -7.2671 -0.6004 0.0 0.0 0.0
H -2.6495 -7.3804 1.7437 0.0 0.0 0.0
H -3.4985 -5.3192 2.8309 0.0 0.0 0.0
H -3.5271 -3.1991 1.6221 0.0 0.0 0.0
H -5.2315 -2.7331 0.0884 0.0 0.0 0.0
H -6.9594 -1.0124 0.5452 0.0 0.0 0.0
H -6.4873 1.3622 0.1615 0.0 0.0 0.0
H -4.8776 3.1686 -0.5317 0.0 0.0 0.0
H -2.6758 3.7745 -1.4459 0.0 0.0 0.0
H -1.0558 2.0478 -2.0805 -0.1 0.0 0.0
O -0.0186 1.4720 1.9184 0.1 0.1 0.1
C 1.1745 1.6931 1.7331 0.0 -0.1 0.0
N 1.7702 2.9176 1.9338 0.1 0.0 0.2
C 3.1873 2.8636 1.6783 0.0 0.1 0.1
C 3.2872 1.3842 1.1850 -0.3 -0.2 -0.1
O 4.3374 0.9042 0.7681 0.2 -0.1 0.0
N 2.0979 0.7744 1.2662 0.3 0.6 0.3
C 4.0527 3.0080 2.9221 -0.1 -0.1 0.0
C 3.4982 3.1253 4.1879 0.0 0.0 0.1
C 4.3123 3.2287 5.3110 0.0 0.0 0.0
C 5.6903 3.2020 5.1770 0.0 0.0 0.0
C 6.2513 3.0625 3.9124 0.0 0.0 0.0
C 5.4396 2.9665 2.7958 0.1 0.0 -0.1
C 3.5649 3.8537 0.5846 0.0 0.0 -0.1
C 3.3689 3.5186 -0.7521 0.0 -0.1 -0.1
C 3.6005 4.4440 -1.7559 0.0 0.1 0.0
C 4.0317 5.7260 -1.4377 0.0 0.0 0.0
C 4.2296 6.0701 -0.1101 0.0 -0.1 0.0
C 3.9990 5.1365 0.8930 0.0 0.1 0.0
H 1.2594 3.7115 2.2746 0.0 0.0 0.0
H 2.4231 3.1240 4.3056 0.0 0.0 0.0
H 3.8611 3.3226 6.2905 0.0 0.0 0.0
H 6.3254 3.2802 6.0499 0.0 0.0 0.0
H 7.3267 3.0225 3.7966 0.0 0.0 0.0
H 5.8742 2.8440 1.8123 0.0 0.0 0.0
H 3.0377 2.5204 -1.0119 0.0 0.0 0.0
H 3.4445 4.1643 -2.7894 0.0 0.0 0.0
H 4.2121 6.4507 -2.2214 0.0 0.0 0.0
H 4.5640 7.0659 0.1504 0.0 0.0 0.0
H 4.1648 5.4120 1.9267 0.0 0.0 0.0
```
Positions in Å, forces in eV/Å.

Values from the calculation:
HOMO ... -3.774 eV
Kohn-Sham gap ... 5.7 eV
Relative energy (zero: lowest compared OMol25 entry of this formula, charge and spin) ... 12.1 kcal/mol
Spin multiplicity ... 1
Total charge ... -1